## 1
The molecule C4H6N2O2. Source: the Open Molecules 2025 dataset; level of theory: the ωB97M-V functional and the def2-TZVPD basis.

As for the HOMO-LUMO gap: 9.41 eV. As for the lowest unoccupied orbital energy: -0.2 eV. The HOMO energy comes out at -9.564 eV. The SMILES is O[C@@H]1C=NN=C[C@@H]1O.

Last column: natural (NBO) charge in e.
Geometry (Å):
O  0.5813  1.4363  1.0493  -0.701
C  0.0692  1.0377  -0.2022  0.005
C  -1.3585  0.9337  -0.3405  0.069
N  -2.1036  0.0322  0.0579  -0.222
N  -1.5979  -1.0937  0.6661  -0.234
C  -0.3766  -1.4293  0.3228  0.064
C  0.5164  -0.4183  -0.4925  0.007
O  1.9014  -0.5485  -0.0322  -0.719
H  1.4532  0.9679  1.1412  0.499
H  0.3375  1.7859  -0.9969  0.183
H  -1.8740  1.8838  -0.5265  0.192
H  0.0532  -2.3225  0.6962  0.185
H  0.3901  -0.7800  -1.5040  0.198
H  2.0084  -1.4851  0.1615  0.476

---

## 2
A structure of composition C4H6N2O2. Source: the Open Molecules 2025 dataset; level of theory: the ωB97M-V functional and the def2-TZVPD basis.

As for the HOMO-LUMO gap: 9.21 eV. As for the lowest unoccupied orbital energy: 0.0 eV. The HOMO energy comes out at -9.194 eV.

Last column: natural (NBO) charge in e.
Geometry (Å):
C  0.4741  1.7101  0.4872  -0.645
C  -0.0734  0.5372  -0.6123  -0.429
C  0.9761  -0.6274  -0.6875  0.664
C  -1.4013  -0.2733  -0.3144  0.647
H  1.1831  2.2990  -0.5000  0.260
H  1.0672  0.8577  1.3591  0.248
H  -0.5032  2.5436  1.0277  0.272
H  -0.2565  1.2096  -1.4831  0.258
H  0.9523  -2.1537  0.8785  0.400
H  -1.5261  -2.3514  0.6057  0.414
N  0.4227  -1.8298  0.0388  -0.497
N  -0.9394  -1.4107  0.2221  -0.476
O  2.1738  -0.5167  -0.5109  -0.532
O  -2.5494  0.0060  -0.5108  -0.583

---

Result of the stability comparison: 1 is the most stable of them.

---

## 1
The molecule C4H6N2O2. Source: the Open Molecules 2025 dataset; level of theory: the ωB97M-V functional and the def2-TZVPD basis.

As for the HOMO-LUMO gap: 11.04 eV. As for the lowest unoccupied orbital energy: 0.8 eV. The HOMO energy comes out at -10.229 eV. The SMILES is [H]/N=C/N1C[C@H]1C(=O)O.

Last column: natural (NBO) charge in e.
Geometry (Å):
H  0.3760  0.6736  2.8449  0.366
N  0.6206  0.2202  1.9685  -0.707
C  0.5639  0.9941  0.9513  0.286
N  0.9099  0.5886  -0.3384  -0.424
C  1.0581  -0.7678  -0.6454  -0.234
C  -0.0333  0.0643  -1.2304  -0.168
C  -1.5141  -0.2543  -0.8638  0.769
O  -2.3655  -0.1329  -1.7104  -0.561
O  -1.7640  -0.6635  0.3741  -0.678
H  0.4016  2.1060  1.0761  0.180
H  1.9201  -1.0625  -1.2575  0.220
H  0.8243  -1.4434  0.1770  0.216
H  -0.0262  0.3275  -2.2833  0.233
H  -0.9714  -0.6501  0.9373  0.504

---

## 2
The molecule C4H6N2O2. Source: the Open Molecules 2025 dataset; level of theory: the ωB97M-V functional and the def2-TZVPD basis.

As for the HOMO-LUMO gap: 10.18 eV. As for the lowest unoccupied orbital energy: 0.7 eV. The HOMO energy comes out at -9.457 eV. The SMILES is CNC1=NCC(=O)O1.

Last column: natural (NBO) charge in e.
Geometry (Å):
C  -1.3900  0.2751  -2.6449  -0.417
N  -0.1897  0.4473  -1.7817  -0.606
C  -0.2249  0.0466  -0.4949  0.686
N  -1.0854  -0.5393  0.2681  -0.561
C  -0.5492  -0.7300  1.5785  -0.336
C  0.8965  -0.0518  1.3998  0.764
O  1.8633  0.0891  2.1297  -0.555
O  0.9618  0.3650  0.1320  -0.490
H  -1.0785  0.2918  -3.7019  0.210
H  -1.7038  -0.7372  -2.5188  0.222
H  -2.2609  1.0197  -2.4961  0.203
H  0.5051  1.1539  -2.0341  0.418
H  -0.3726  -1.7945  1.8779  0.231
H  -1.1596  -0.1615  2.3451  0.232

---

Result of the stability comparison: 2 is the most stable of them.

---

## 1
A cluster of 2 separate species, C4H6N2O2 in total. Source: the Open Molecules 2025 dataset; level of theory: the ωB97M-V functional and the def2-TZVPD basis.

As for the HOMO-LUMO gap: 9.14 eV. As for the lowest unoccupied orbital energy: 0.8 eV. The HOMO energy comes out at -8.299 eV.

Last column: natural (NBO) charge in e.
Geometry (Å):
C  0.5058  -1.2611  2.5387  -0.249
C  -0.4835  1.0328  -1.4110  -0.251
C  -0.7196  -0.5997  2.1114  0.799
C  0.1267  0.3215  -2.6023  -0.603
N  0.1021  1.0052  -0.3183  0.078
N  0.6986  1.1965  0.6085  -0.077
O  -0.2713  -1.4839  1.3243  -0.448
O  -1.4931  0.2688  2.2961  -0.539
H  1.3279  -0.7158  2.2521  0.219
H  0.2552  -1.9563  3.3180  0.210
H  -1.0872  1.9288  -1.5561  0.229
H  1.3099  0.1108  -2.4734  0.202
H  0.1013  0.8917  -3.4063  0.209
H  -0.3727  -0.7395  -2.6820  0.221

---

## 2
A structure of composition C4H6N2O2. Source: the Open Molecules 2025 dataset; level of theory: the ωB97M-V functional and the def2-TZVPD basis.

As for the HOMO-LUMO gap: 9.62 eV. As for the lowest unoccupied orbital energy: 0.3 eV. The HOMO energy comes out at -9.287 eV.

Last column: natural (NBO) charge in e.
Geometry (Å):
C  0.0707  0.8213  -0.1300  0.671
C  2.0744  -0.4104  -0.0625  -0.080
C  0.9021  -1.4506  0.1710  -0.232
C  -1.6962  -0.9584  0.0237  0.584
H  -1.4089  2.2636  0.3183  0.379
H  2.7706  -0.5669  0.7818  0.188
H  2.9614  -0.3612  -1.0825  0.180
H  1.0055  -2.3717  -0.6072  0.233
H  0.7244  -1.6199  1.1563  0.198
H  -1.8681  -2.0945  0.7914  0.136
N  -0.4004  2.0450  0.1063  -0.721
N  -0.2450  -0.5061  -0.3445  -0.529
O  1.5266  0.8727  0.1036  -0.505
O  -2.4983  -0.1269  -0.0665  -0.501

---

## 3
The molecule C4H6N2O2. Source: the Open Molecules 2025 dataset; level of theory: the ωB97M-V functional and the def2-TZVPD basis.

As for the HOMO-LUMO gap: 9.11 eV. As for the lowest unoccupied orbital energy: -0.3 eV. The HOMO energy comes out at -9.420 eV. The SMILES is C/N=C/C(=O)C(N)=O.

Last column: natural (NBO) charge in e.
Geometry (Å):
C  -2.6585  -0.1885  -0.0785  -0.442
N  -1.2555  -0.0523  -0.2313  -0.306
C  -0.4550  -0.7535  0.4381  -0.003
C  1.0015  -0.5934  0.2634  0.454
O  1.7920  -1.5064  0.3509  -0.500
C  1.4851  0.8436  -0.0089  0.569
N  2.7139  0.8461  -0.5570  -0.802
O  0.8389  1.8267  0.2643  -0.565
H  -2.9602  -0.9408  0.6629  0.171
H  -3.0470  0.7911  0.2043  0.223
H  -3.0835  -0.4338  -1.0530  0.218
H  -0.7625  -1.5274  1.1576  0.163
H  3.1838  1.7146  -0.7499  0.407
H  3.2071  -0.0259  -0.6628  0.414

---

Result of the stability comparison: 3 is the most stable of them.